# 1
A structure of composition C19H38AlN3O8PS2, computed with the ωB97M-V functional and the def2-TZVPD basis.

Geometry as XYZ:
```
72
Properties=species:S:1:pos:R:3:forces:R:3
H 3.891 0.277 -2.982 -1.0414 1.0846 0.8331
C 3.830 1.300 -0.958 0.2551 0.1172 -0.8482
O 1.899 0.141 0.283 -1.2746 2.0594 -1.2431
C 0.087 -2.371 -1.269 -2.5875 1.1184 -3.9940
C 0.777 -0.587 5.091 -0.1144 -0.2771 0.2300
H 5.809 0.860 -0.028 -0.9213 -0.8924 -0.9660
H 1.125 0.708 6.759 -0.2273 -0.1745 0.2963
H -2.002 -2.019 8.676 0.1159 -0.0393 -0.0323
C 5.094 0.327 -0.758 -0.4684 0.2377 1.1810
H -1.312 -3.574 9.218 0.1086 0.0466 -0.1284
H -1.886 -0.689 2.736 0.5749 0.2310 0.1508
H 6.222 -2.616 0.860 0.0681 1.2649 -1.1932
H 4.233 -3.106 -1.107 -0.5945 1.6748 0.1017
S -6.069 2.589 -5.526 0.5366 -0.6380 0.5735
H -5.552 2.597 -1.969 0.1395 0.0194 -0.0055
C -6.337 1.104 -6.453 0.0779 -0.1067 0.0282
C -4.249 2.895 -3.666 0.4510 0.7298 0.8648
H -1.123 2.273 1.949 -0.5823 -0.1983 -0.4375
C -0.367 -0.906 -1.619 -0.8415 -3.1700 -2.1845
H 1.491 -0.060 4.456 -0.1049 0.0444 0.0529
S 0.053 -2.520 7.626 -0.2859 0.8481 -0.2108
C 3.802 -2.033 -1.057 -0.1749 -0.7557 0.9694
H 7.056 -1.168 -0.080 -1.0856 -1.0878 0.4851
C 6.184 -1.907 -0.043 -0.1798 -0.2128 -0.6201
H 4.343 -1.048 0.916 0.3558 0.1663 -1.6039
C 4.756 -1.115 -0.146 1.4792 -0.8582 -0.6361
H -2.704 0.876 0.959 0.6864 0.5504 0.1637
Al 0.178 0.593 -0.351 1.7167 -0.9766 -0.4665
O 1.339 -2.958 8.101 -0.3993 0.0004 -0.4160
H 2.170 0.522 -2.403 1.3251 0.7988 0.0557
C -1.445 -2.004 -3.776 0.7684 1.2090 1.4204
H 2.804 -2.135 -0.503 1.3045 0.4011 -1.3364
H 3.219 1.985 -3.014 -0.4270 -1.5737 0.8397
C 1.097 -0.366 6.558 0.7916 0.2932 -1.0300
C -0.305 -3.476 -2.274 0.3255 1.9153 0.7980
C -1.090 -2.533 8.979 -0.0345 0.1401 0.0748
C -5.094 3.421 -2.522 -0.3745 0.2617 -0.0359
O -0.586 -3.128 6.490 0.5494 -0.0108 0.5834
O -5.423 3.555 -6.376 -0.4455 -0.0775 0.4404
H -3.404 2.337 -3.257 -0.1971 -0.1389 -0.2360
H -4.489 4.017 -1.838 0.0890 -0.2022 -0.1004
C -1.181 -0.729 -2.944 1.6710 -3.7451 1.6640
N -1.023 -3.335 -3.498 0.7845 3.6734 2.9103
H -6.639 0.311 -5.770 0.0446 0.1150 -0.0166
C 2.774 1.290 0.246 0.7354 -0.3400 0.9667
H 2.170 2.266 0.292 0.9744 -1.0940 -0.3338
H 3.395 1.254 1.226 -0.7995 0.2327 -1.4045
N -1.021 -0.147 2.590 -0.9632 0.0778 -0.7809
H -5.417 0.841 -6.974 -0.0501 0.0523 0.0885
H 4.257 2.376 -1.005 -0.6527 -1.6254 0.1763
O -4.983 1.987 -4.493 -0.7890 -0.1485 -1.0827
H 0.819 -1.648 4.835 0.0222 0.1130 -0.0215
O 0.089 -0.919 7.411 -0.3822 -0.9640 0.7580
H -2.045 -1.854 -4.749 1.0633 -0.4829 1.6292
H 6.320 -2.592 -0.967 -0.2484 1.1710 1.3569
H 5.659 0.201 -1.743 -0.8022 0.1540 1.2270
O 0.185 2.201 -1.351 -4.2971 1.8416 0.2435
H 0.050 -4.541 -2.014 -0.7268 1.7621 -0.6415
H -7.133 1.299 -7.173 0.0585 0.1196 0.1079
H -0.630 -2.041 9.835 -0.0088 -0.0192 -0.1053
C 3.205 1.002 -2.411 0.4054 0.3323 -0.3458
P -1.328 0.944 1.416 0.0924 -0.6924 1.1049
H 0.675 -2.599 -0.326 -0.9375 0.2959 -1.4380
H -1.533 0.320 -3.260 0.5396 -1.9938 0.4039
H 2.081 -0.769 6.816 -0.1532 -0.1019 0.1812
H 3.689 -1.689 -2.136 -0.0269 -0.2660 1.5798
N -2.158 3.270 -1.124 4.6946 -1.6642 -1.0975
H -3.837 3.713 -4.264 -0.1291 -0.1252 -0.1112
O -7.276 2.897 -4.806 0.4552 0.2065 -0.5036
H -0.230 -0.240 4.858 0.2129 0.0563 -0.1240
C -1.053 2.821 -1.312 -0.1969 -0.6985 1.2128
H -5.906 4.053 -2.890 0.0530 -0.0646 -0.0218
```
Forces are in eV/Å.

Computed properties:
E_HOMO: -0.1787 hartree
Strongest force on any atom: 0.0992 hartree/bohr
Relative energy (zero: lowest compared OMol25 entry of this formula, charge and spin): 111.9 kcal per mole
Total charge: -1
HOMO-LUMO gap: 7.1 eV
Electronic energy: -78723.9764 eV
LUMO energy: 0.0816 Eh


# 2
A structure of composition C19H38BiP, computed with the ωB97M-V functional and the def2-TZVPD basis.

Geometry as XYZ:
```
59
Properties=species:S:1:pos:R:3:forces:R:3
C 0.971 3.538 1.315 0.4811 0.3548 -0.2929
H 0.706 4.367 2.007 0.1752 -0.4064 -0.3066
H -0.722 -1.942 2.013 0.3065 0.0332 0.1995
H -0.565 0.375 3.547 -0.0013 0.2476 -0.0847
H 3.055 -2.120 -0.628 0.0523 -0.2561 0.1517
C -0.243 1.372 3.220 -0.1274 -0.2594 0.4678
H -0.115 1.813 -5.073 0.6914 -0.2549 -0.0815
H -0.624 -0.846 -3.344 -0.6522 -0.1131 0.5149
H 4.564 -1.738 1.283 -0.1506 0.1313 0.0519
C -3.382 1.844 -0.815 0.9807 -0.1858 0.4814
C 0.372 -2.069 2.050 -0.5075 0.9856 -0.0745
C 0.517 -4.490 -0.542 -0.0958 -0.3036 0.0075
H -3.526 0.792 2.739 0.3097 0.0591 -0.2008
C -1.061 2.814 -0.148 -0.9646 -0.6920 -0.8456
H 2.677 -3.282 0.668 0.1446 0.1068 -0.0938
H 1.533 -0.250 -3.572 -0.1447 0.3684 0.4445
H 0.844 1.385 3.230 0.1339 0.0580 0.1062
C -1.944 1.239 1.287 -0.1373 -0.6111 1.7995
H -2.397 -0.526 2.421 -0.1301 0.0209 0.0570
H -3.651 -0.098 1.216 0.4055 0.1019 0.4438
H 1.607 -4.628 -0.539 -0.3635 0.0552 -0.0412
H 0.122 -5.010 -1.426 0.1585 0.0528 0.3050
H 0.174 -4.253 2.248 0.1876 0.3764 0.1118
H 3.520 -0.325 1.055 0.0467 -0.1750 0.1218
H 0.436 -3.348 3.740 0.1203 -0.0830 -0.2821
H 0.783 -1.249 2.657 -0.1960 -0.1602 -0.0925
H 1.775 2.950 1.794 -0.3778 0.2960 -0.0808
H 1.336 1.398 -2.898 -0.0255 -0.1070 -1.0105
C 3.532 -1.384 1.348 -0.0438 -0.0093 -0.0434
H 0.569 0.249 -5.630 0.1300 0.6076 0.1996
H 0.176 -2.705 -1.695 -0.1061 0.0188 -0.1429
H 3.220 -1.462 2.398 0.0044 -0.0108 -0.2932
C 0.726 -3.408 2.681 0.0116 -0.5587 0.3223
C -2.930 0.305 1.953 -0.0276 0.0097 -0.8286
H 1.797 -3.651 2.656 -0.2740 0.1641 -0.0259
H 1.390 4.002 0.390 -0.3530 -0.3170 0.7180
C -0.773 1.727 1.880 -0.3029 -0.2744 0.0719
H -0.982 -2.938 -0.375 0.2079 0.1108 -0.2463
H -3.984 2.699 -0.514 -0.1860 0.1055 -0.1046
H -3.152 1.927 -1.875 -0.1429 0.0661 -0.0617
H -3.941 0.940 -0.618 -0.2424 -0.1516 -0.1506
C -0.516 0.164 -2.951 1.0155 -0.3576 -3.1277
H 0.093 -4.991 0.345 0.2666 0.3139 -0.4611
P 0.930 -1.760 0.335 0.1297 -1.3850 0.7755
C 0.082 -3.015 -0.654 -0.3271 -0.4399 -0.1511
H -1.343 0.817 -3.250 0.0330 -0.1033 0.6133
Bi 0.391 0.598 -0.965 0.4947 1.4006 3.1343
H 1.690 1.619 -5.259 -0.4665 -0.1791 -0.0079
C -2.124 1.868 0.016 0.3403 1.8785 -1.3510
C -1.004 3.947 -1.148 -0.4646 -0.1119 -0.2134
H -1.365 3.632 -2.149 0.2454 0.1695 0.5127
C 0.851 0.623 -3.538 0.7637 0.0434 -0.5560
C 0.750 1.121 -4.971 -0.6686 0.0393 -0.5707
H -1.034 -0.351 -1.237 -1.4709 -0.6309 0.3766
H -0.598 2.083 3.976 0.1367 -0.0982 -0.0567
H -1.659 4.793 -0.845 0.3094 -0.5183 -0.0219
H 0.004 4.356 -1.240 -0.1086 -0.0855 -0.0884
C 2.667 -2.224 0.394 0.5914 0.3813 -0.3143
C -0.227 2.705 1.038 0.1847 0.2819 0.3161
```
Forces are in eV/Å.

Computed properties:
E_HOMO (spin up / spin down): -0.5189 / -0.5176 hartree
Strongest force on any atom: 0.0675 hartree/bohr
Relative energy (zero: lowest compared OMol25 entry of this formula, charge and spin): 20.7 kcal per mole
Total charge: +2
HOMO-LUMO gap (spin up / spin down): 5.3 / 5.9 eV
Electronic energy: -35427.9143 eV
LUMO energy (spin up / spin down): -0.3237 / -0.3016 Eh


# 3
A cluster of 4 separate species, C19H38N5O5 in total, computed with the ωB97M-V functional and the def2-TZVPD basis.

Geometry as XYZ:
```
67
Properties=species:S:1:pos:R:3:forces:R:3
O -2.456 -1.241 0.663 -0.1097 0.1338 0.1245
H -4.745 0.860 0.628 -0.0546 -0.0020 0.0294
H -6.080 -1.462 -1.503 -0.0283 0.0416 0.0100
H -0.724 -3.760 -1.425 -0.0183 0.0241 -0.1265
N 6.660 2.379 -0.405 -0.0629 0.0389 0.0633
H 7.517 2.074 -0.838 -0.0020 0.0020 -0.0041
H 2.588 0.485 -0.685 0.0035 0.2284 -0.2579
N -6.492 2.263 4.529 -0.0104 0.0130 -0.0288
H 0.869 -0.974 -0.168 0.0101 0.0289 -0.0153
H 0.255 -0.101 -1.550 0.0560 0.0086 -0.0731
O 7.977 3.390 1.105 -0.0017 0.0033 0.0036
C -3.647 -0.994 0.577 -0.0187 0.0095 0.0080
C -5.342 2.892 4.162 0.0047 0.0339 0.0242
H 3.374 -3.777 -3.646 0.0005 0.0378 -0.0328
C 5.407 1.980 -1.014 0.2679 -0.0335 -0.1270
C -7.739 2.855 4.965 0.0371 -0.1392 -0.0066
C 0.502 -2.097 -3.434 0.3419 -0.2293 0.1015
C 3.412 -1.424 -1.066 -0.1918 0.1596 0.1587
H -3.961 -2.511 -0.677 0.0034 -0.0077 0.0155
H -7.661 3.937 4.968 -0.0103 0.0088 0.0034
C 3.171 -2.769 -1.761 0.6856 -0.5756 -0.2586
H -0.520 -1.796 -3.653 0.0276 0.1073 -0.0234
H 3.311 -1.606 0.008 -0.0337 0.0219 -0.0216
H 5.018 4.270 0.777 -0.0343 -0.0271 0.0019
C 6.853 3.134 0.711 -0.0233 0.0018 0.0074
H -6.403 -2.528 -0.130 -0.0337 0.0271 0.0291
C 1.008 -0.833 -1.244 0.0449 0.0224 0.0495
H 0.662 -3.084 -3.872 -0.0796 0.0153 -0.0238
C -4.293 0.150 1.322 0.1042 -0.0278 -0.0399
H -5.063 -0.215 2.001 -0.0361 0.0383 -0.0144
C 3.549 -2.774 -3.248 -0.3299 -0.1423 0.0140
H 5.002 2.805 1.773 -0.0331 0.0122 -0.0238
H -6.087 4.820 3.538 -0.0215 0.0201 0.0335
H 4.613 -2.562 -3.346 -0.0123 0.1083 0.0152
H 5.348 2.352 -2.039 -0.1021 0.0082 0.0039
H -6.432 1.258 4.484 0.0068 0.0006 0.0212
H -4.351 4.741 3.888 0.0075 -0.0268 -0.0029
H -3.537 0.664 1.906 0.0084 -0.0229 0.0099
H 4.563 2.371 -0.456 0.0102 0.0153 0.0244
H 1.181 -1.406 -3.923 -0.0589 0.0299 -0.0220
N 1.748 -3.181 -1.532 0.2435 1.1530 0.8431
H 3.624 -4.816 -1.174 -0.0377 0.0202 0.1263
H -0.724 -2.447 -0.260 -0.0229 -0.0702 -0.0608
H 5.025 -3.858 -1.622 0.0196 0.0531 0.0544
N -4.450 -1.762 -0.213 -0.0236 0.0217 -0.0030
H 5.332 0.893 -1.047 -0.0934 -0.0032 0.0138
H 4.286 -3.592 -0.052 -0.2143 -0.1714 0.0748
H -6.263 -0.786 0.117 -0.0129 0.0049 -0.0010
C 0.692 -2.184 -1.906 -0.8902 -0.1234 -0.4781
H -8.557 2.572 4.300 -0.0131 0.0485 -0.0081
O 1.331 1.794 -3.838 0.0337 0.3268 -0.4128
O 1.583 -3.621 -0.335 -0.0869 -0.3820 -0.1722
H -1.476 -2.203 -1.832 0.0319 0.1031 0.0357
C 2.430 -0.307 -1.422 0.3611 -0.8066 0.0769
C -5.872 -1.628 -0.444 0.0950 -0.1016 -0.0492
H -5.523 4.766 5.217 -0.0361 0.0200 -0.0116
H 4.438 -1.093 -1.234 0.0012 -0.0782 -0.1257
C -0.642 -2.677 -1.317 0.3188 -0.2975 0.1206
N 2.738 0.195 -2.786 -0.3540 0.6262 0.1107
C 5.619 3.635 1.428 0.0452 0.0189 0.0285
C -5.333 4.403 4.206 0.0494 -0.0169 -0.0237
H 2.999 -2.060 -3.848 0.0963 0.0246 -0.0124
C 4.071 -3.828 -1.091 0.1413 0.1509 -0.2869
O -4.364 2.252 3.815 -0.0222 -0.0003 -0.0098
C 2.029 1.030 -3.313 0.0374 -0.5306 0.5103
H 5.944 4.215 2.287 0.0257 -0.0056 -0.0068
H -7.992 2.526 5.975 -0.0055 0.0484 0.0173
```
Forces are in eV/Å.

Computed properties:
E_HOMO (spin up / spin down): -0.3044 / -0.3407 hartree
Strongest force on any atom: 0.0282 hartree/bohr
<S²>: 0.75
Total charge: 0
HOMO-LUMO gap (spin up / spin down): 8.8 / 9.8 eV
Electronic energy: -38006.6164 eV
LUMO energy (spin up / spin down): 0.0192 / 0.0183 Eh
2S+1: 2